Below is a 2-piece molecular cluster, C2H7NO3 overall, with properties calculated with ωB97M-V with the def2-TZVPD basis set.

The geometry in ORCA input format:
```
! RIJCOSX wB97M-V def2-TZVPD def2/J DEFGRID3
* xyz 0 1
O 0.2158 0.3114 1.1027
O 1.0547 -0.4619 -1.7509
O -1.2073 0.0123 -0.6935
N 0.6353 -1.0490 1.2450
C -1.1871 0.4361 0.5521
C 0.9643 0.6508 -1.0872
H 0.1645 -0.6533 -2.1057
H 0.1543 -1.5687 0.5085
H 0.2535 -1.3573 2.1376
H -1.8215 -0.1387 1.2535
H 1.8171 0.8535 -0.4570
H 0.3147 1.4470 -1.4127
H -1.3583 1.5178 0.7078
*
```

## Properties
Total energy   -9815.0822 eV
F_max   0.58 eV/Å
Energy above the lowest of the compared OMol25 structures with the same formula, charge and spin   135.56 kcal per mole
E_LUMO (alpha / beta)   -0.322 / -0.321 eV
Highest occupied orbital energy (alpha / beta)   -8.659 / -8.659 eV

Here are the Löwdin charges for atoms 1 to 8, given in e: atom 1 (O): -0.26, atom 2 (O): 0.07, atom 3 (O): -0.23, atom 4 (N): 0.03, atom 5 (C): -0.42, atom 6 (C): 0.06, atom 7 (H): 0.13, atom 8 (H): 0.07